# 1
DFT (ωB97M-V/def2-TZVPD) results for a molecular structure, CaH16O8 at a distorted geometry.

```
25
Properties=species:S:1:pos:R:3:forces:R:3:mulliken_charge:R:1
Ca 18.43000 15.21800 -17.15100 0.3912 -0.2358 0.1920 1.729
O 20.82000 15.54000 -16.87800 0.1012 -0.1800 0.6372 -0.487
H 21.67900 15.79700 -17.23700 -0.0683 -0.0018 -0.0165 0.231
H 20.99700 15.19000 -15.99000 0.3129 0.2316 -0.1775 0.317
O 19.76300 12.93600 -16.51700 -0.9511 0.5325 0.1300 -0.571
H 19.42000 12.20900 -17.04300 0.0784 -0.3009 0.0317 0.317
H 20.65100 13.09900 -16.81400 0.7230 -0.1790 -0.3026 0.319
O 18.95200 17.27200 -18.29300 -0.6318 0.0252 -0.8311 -0.533
H 19.75600 17.66600 -18.63400 0.6607 0.0887 0.2508 0.265
H 18.32000 17.57600 -18.95900 -0.2135 0.0992 0.0826 0.299
O 19.44800 14.38900 -19.29700 -0.0326 -1.4171 0.1224 -0.558
H 19.37500 15.04100 -19.99600 0.1787 -0.2268 -0.5614 0.294
H 19.62000 13.48400 -19.68900 -0.2890 1.7596 0.3329 0.276
O 18.56900 17.09700 -15.39600 -0.8568 0.1854 0.1355 -0.490
H 19.36200 17.50000 -15.02700 -0.0585 0.2257 0.0248 0.283
H 17.81700 17.70300 -15.19700 1.0010 -0.5451 -0.0747 0.270
O 16.17100 16.15700 -17.13500 -0.4855 1.6786 1.0428 -0.614
H 15.70800 16.38900 -16.27100 0.6974 -0.5590 -1.5360 0.326
H 16.15900 17.00800 -17.63500 -0.3529 -0.8244 0.4803 0.326
O 17.61500 14.41100 -15.01600 0.0857 0.3340 -0.3082 -0.602
H 17.55600 13.45500 -14.94300 0.1497 -0.2179 0.3906 0.311
H 18.10000 14.74200 -14.24700 -0.2429 -0.1847 0.0517 0.315
O 16.91200 13.48600 -17.72300 1.4616 0.0487 -1.1934 -0.529
H 16.67200 12.99600 -18.52100 -0.1708 0.0513 0.2622 0.258
H 16.25800 13.35800 -17.06800 -1.4878 -0.3880 0.8340 0.249
```
Positions in Å, forces in eV/Å.

Output
**Total charge**: +2
**Kohn-Sham gap**: 12.59 eV
**HOMO**: -0.7020 Ha

# 2
DFT (ωB97M-V/def2-TZVPD) results for a molecular structure, C18H28MnNO4P2 at a distorted geometry.

```
54
Properties=species:S:1:pos:R:3:forces:R:3:mulliken_charge:R:1
Mn 0.17777 0.15138 0.27585 -0.1570 -0.5249 0.0279 0.066
P -2.23631 -0.13445 -0.40033 -0.3979 1.1328 0.0142 1.017
C -2.16143 0.72016 -2.04039 -0.0381 -0.2936 -0.4403 -1.453
C -0.77276 0.91960 -2.58674 0.4048 0.1668 -0.0726 0.712
N 0.31016 0.74852 -1.79664 -0.0302 -0.1619 -0.8612 0.093
C 1.54592 0.98741 -2.30166 -0.2651 0.7167 -0.3629 0.490
C 1.66583 1.66101 -3.51233 0.4802 -0.3318 -0.0165 -0.844
C 0.55005 1.89311 -4.31315 0.2230 -0.2495 -0.0645 -0.496
C -0.67218 1.41113 -3.88284 -0.0086 0.3567 0.1367 -0.797
C 2.77880 0.55538 -1.51724 0.0459 0.0756 -0.0256 -1.039
P 2.35995 -0.92332 -0.49007 0.4151 0.0998 0.0085 0.689
H -1.58448 1.51100 -4.46793 0.2915 0.0132 0.0139 0.470
H 2.67085 1.93551 -3.82527 -0.2681 0.0355 -0.1228 0.463
H 0.64999 2.39735 -5.27420 -0.0046 -0.1491 0.2525 0.428
H 3.60425 0.29532 -2.20566 -0.3945 0.2746 0.1845 0.533
H 3.15897 1.35508 -0.85085 -0.3306 -0.2613 -0.2818 0.378
H -2.78677 0.19261 -2.76693 0.1795 -0.0414 -0.0937 0.493
H -2.59317 1.73956 -1.99527 0.0267 -0.6140 0.3405 0.449
H -1.69530 -4.70821 -4.52942 -0.0203 -0.0157 -0.1652 0.318
O -1.47544 -4.00506 -5.15170 -0.7725 0.5246 0.1931 -0.637
H -2.31035 -3.49831 -5.24799 0.7731 -0.5238 0.0042 0.321
H -0.12643 -4.20407 -1.65693 -0.3466 0.4158 -0.2204 0.274
O 0.35294 -4.59271 -0.92790 0.4327 -0.6859 -0.3891 -0.589
H 0.73905 -5.37269 -1.36948 -0.0809 0.2865 0.5676 0.321
C 2.79612 -2.29894 -1.60481 -0.1180 -0.0427 0.1039 -1.227
H 3.83270 -2.22642 -1.95492 -0.1831 0.0078 0.1303 0.398
H 2.63770 -3.22657 -1.05047 0.0642 0.0116 -0.1452 0.405
H 2.12190 -2.30545 -2.46498 0.0613 0.0054 0.0544 0.370
C 3.65274 -0.93556 0.78624 -0.0180 -0.1525 -0.0545 -1.303
H 3.45028 -1.80985 1.41406 0.1870 0.1734 0.0109 0.372
H 4.65938 -1.00129 0.35928 -0.1514 0.0173 0.1265 0.432
H 3.55267 -0.03564 1.40139 0.0556 -0.1741 -0.0517 0.359
C -3.26301 1.19434 0.32257 -0.1337 -0.0475 0.6506 -1.476
H -4.25720 1.21389 -0.14644 0.2403 -0.0258 0.1736 0.415
H -3.35021 1.06133 1.40299 -0.1872 0.0819 -0.0708 0.408
H -2.76295 2.15591 0.13815 -0.0898 -0.3489 0.1583 0.429
C -3.31223 -1.59688 -0.45976 -0.0907 -0.2609 -0.1711 -1.156
H -3.49991 -1.89089 0.57893 0.0430 0.0875 -0.1148 0.385
H -4.27725 -1.43668 -0.95156 0.1961 0.1063 0.0323 0.420
H -2.79389 -2.43761 -0.93294 -0.0731 0.1752 0.0270 0.323
O 0.45807 -0.28453 2.29472 -0.2244 1.7459 0.3998 -0.807
C 0.18979 0.96009 2.54518 -0.1992 -0.5004 -0.5535 1.400
O -0.00942 1.79066 1.57601 0.3792 -1.0963 0.3630 -0.852
C 0.02441 1.45099 3.92192 -0.0859 0.2391 0.2185 0.295
C -0.57086 2.70384 4.11510 0.2068 -0.1294 0.5855 -0.444
C -0.75607 3.16764 5.42289 -0.0515 0.0065 -0.2673 -0.497
C -0.33205 2.41269 6.52229 0.1499 -0.2922 -0.3956 -0.428
C 0.27862 1.16577 6.30212 -0.1947 0.2100 -0.1877 -0.537
C 0.43633 0.67395 5.00259 -0.0397 0.3003 0.3358 -0.309
H -0.85577 3.28768 3.23923 0.0102 -0.1266 0.3751 0.397
H -1.24026 4.13094 5.57351 0.1399 -0.1869 0.0393 0.381
H -0.47203 2.79617 7.54138 0.0846 -0.2277 -0.5154 0.379
H 0.62057 0.57641 7.14555 -0.0410 0.0440 -0.0687 0.391
H 0.89190 -0.29126 4.79483 -0.0941 0.1538 0.1845 0.415
```
Positions in Å, forces in eV/Å.

Output
**Multiplicity**: 6
**Total charge**: +1
**Kohn-Sham gap (spin up / spin down)**: 8.35 / 8.59 eV
**HOMO (spin up / spin down)**: -0.4025 / -0.4209 Ha

# 3
DFT (ωB97M-V/def2-TZVPD) results for a gas-phase ion, C4H6ClO3S (charge -1) at a distorted geometry.

```
15
Properties=species:S:1:pos:R:3:forces:R:3:mulliken_charge:R:1
C 1.72869 1.20497 0.48925 -0.9210 2.7840 -3.3298 -1.257
C 0.53233 0.57536 -0.05436 -5.2779 -7.8211 3.7009 0.716
C -0.19564 0.34741 -1.40886 4.2138 1.9045 0.3925 -1.441
C -0.11773 -0.50469 0.86490 2.3212 4.8614 -4.8192 -0.006
Cl 0.53003 -0.74556 2.40143 -0.0052 -0.4633 1.1793 -0.247
S -1.64153 -1.41685 0.37078 0.6758 -3.2154 -0.0304 1.103
O -2.66977 -0.42543 0.33832 -0.7364 1.2449 -0.2200 -0.634
O -1.44830 -2.12618 -0.93259 0.1235 1.1180 1.3790 -0.743
O -1.75804 -2.39401 1.44264 0.0020 0.3391 0.1766 -0.715
H 1.62404 2.28081 0.61895 -0.7009 0.4552 0.5745 0.263
H 2.45834 1.30926 -0.28289 1.2713 -0.8616 -0.5121 0.307
H 2.00830 0.80330 1.37788 1.2120 -1.2797 2.2348 0.429
H -0.94339 1.03014 -1.47927 -2.5573 2.1216 -0.1582 0.358
H 0.50832 0.67567 -2.17791 0.0829 -0.4111 -0.4651 0.381
H -0.61566 -0.61420 -1.56826 0.2962 -0.7764 -0.1029 0.487
```
Positions in Å, forces in eV/Å.

Output
**Total charge**: -1
**SMILES**: CC(C)=C(Cl)S(=O)(=O)[O-]
**Kohn-Sham gap**: 7.78 eV
**HOMO**: -0.1617 Ha

Number 1: DFT total energy -35068.7836 eV. Number 2: DFT total energy -78695.6916 eV. Number 3: DFT total energy -33744.6019 eV.